Record 1
49
Properties=species:S:1:pos:R:3:forces:R:3:nbo_charge:R:1 method="wB97M-V/def2-TZVPD" e_homo_ev=-8.8 de_lowest_kj_mol=173.9 lumo_energy_ev=0.28 gap_ev=9.07 charge=0 smiles="CC(=O)c1cccc(NC(=O)C2CCN(S(=O)(=O)c3ccccc3)CC2)c1"
C -3.3794 -1.9240 7.4616 0.2 -0.2 0.1 -0.717
C -2.3481 -1.8516 6.3637 -0.1 -0.1 0.3 0.578
O -1.3641 -2.5584 6.3692 0.0 0.0 0.0 -0.541
C -2.5896 -0.8742 5.2701 0.2 0.3 -0.6 -0.157
C -3.6879 -0.0162 5.2267 0.1 -0.2 0.1 -0.197
C -3.8283 0.8611 4.1670 0.0 0.0 0.0 -0.200
C -2.8985 0.9067 3.1429 0.0 0.1 -0.1 -0.234
C -1.7969 0.0542 3.1753 -0.3 0.0 0.3 0.221
N -0.8149 0.0372 2.1824 0.2 -0.3 0.2 -0.626
C -0.7276 0.7904 1.0453 0.6 -0.2 0.0 0.702
O -1.5102 1.6572 0.7379 -0.3 0.2 -0.1 -0.597
C 0.4818 0.4081 0.1939 -0.3 0.2 -0.3 -0.319
C 0.2633 -0.9630 -0.4602 0.4 0.0 0.1 -0.413
C 1.4831 -1.3174 -1.3122 -0.4 -0.6 0.1 -0.230
N 1.7549 -0.3106 -2.3138 -0.4 -0.2 -1.0 -0.677
S 0.7999 -0.4004 -3.6975 0.6 0.0 0.0 2.300
O -0.3536 0.4531 -3.6289 0.2 0.2 0.0 -0.944
O 0.5941 -1.7926 -3.9707 0.2 -0.1 0.1 -0.940
C 1.9467 0.2735 -4.8947 -0.4 -0.1 0.3 -0.250
C 3.1085 -0.4281 -5.1516 0.1 -0.1 -0.1 -0.203
C 4.0127 0.0770 -6.0705 0.0 -0.1 0.1 -0.210
C 3.7437 1.2741 -6.7173 0.0 0.1 0.0 -0.186
C 2.5736 1.9679 -6.4530 0.0 0.0 0.0 -0.211
C 1.6660 1.4645 -5.5344 -0.2 0.0 0.1 -0.218
C 1.8930 1.0284 -1.7816 -0.1 0.6 0.1 -0.230
C 0.7105 1.4435 -0.9072 0.1 -0.1 0.1 -0.413
C -1.6547 -0.8273 4.2399 -0.1 0.0 0.1 -0.212
H -3.4545 -0.9633 7.9662 -0.1 0.1 0.0 0.232
H -4.3520 -2.1766 7.0454 -0.1 0.0 0.0 0.232
H -3.0854 -2.6850 8.1799 0.0 0.0 0.0 0.239
H -4.4296 -0.0261 6.0089 -0.1 0.0 0.1 0.214
H -4.6787 1.5255 4.1331 -0.1 0.1 0.0 0.217
H -3.0173 1.5930 2.3217 0.0 0.0 0.0 0.257
H -0.0856 -0.6457 2.3374 -0.1 0.2 -0.1 0.397
H 1.3672 0.3598 0.8420 0.0 0.0 0.0 0.205
H -0.6133 -0.9146 -1.1092 -0.1 0.0 0.1 0.226
H 0.1007 -1.7431 0.2863 0.0 0.0 0.0 0.210
H 2.3750 -1.4160 -0.6829 0.0 0.0 -0.1 0.195
H 1.3170 -2.2515 -1.8496 0.1 -0.1 0.2 0.245
H 3.2787 -1.3587 -4.6347 0.1 -0.1 0.0 0.236
H 4.9240 -0.4604 -6.2845 0.1 -0.1 0.0 0.221
H 4.4494 1.6663 -7.4345 0.1 0.0 -0.1 0.218
H 2.3673 2.8972 -6.9619 0.0 0.1 0.0 0.221
H 0.7412 1.9713 -5.3068 -0.1 0.1 0.0 0.245
H 2.8242 1.0591 -1.2033 0.0 0.0 -0.1 0.199
H 1.9924 1.7033 -2.6337 0.1 0.2 0.1 0.219
H -0.1864 1.5086 -1.5240 0.0 0.1 0.1 0.248
H 0.8982 2.4249 -0.4697 0.0 0.0 0.0 0.221
H -0.8104 -1.5010 4.2914 0.1 -0.1 0.0 0.227

***

Record 2
113
Properties=species:S:1:pos:R:3:forces:R:3:mulliken_charge:R:1 method="wB97M-V/def2-TZVPD" e_homo_ev="-0.4 / -1.7" multiplicity=2 lumo_energy_ev="4.26 / 4.26" s2=0.76 gap_ev="4.63 / 5.99" charge=-2
Pd -0.1635 -1.5375 -1.3136 0.0 -0.2 0.6 -0.807
C 3.6861 -2.5697 -1.8234 0.0 0.1 0.0 -1.424
C 3.2142 -2.9895 -0.4348 0.0 0.0 0.0 0.806
C 4.3562 -2.8654 0.5751 0.0 -0.1 0.0 -1.729
P 1.6294 -2.1091 0.0191 -0.1 0.1 -0.2 1.174
C 2.3885 -0.5926 0.7820 0.0 -0.1 0.0 -2.943
N 1.4035 0.3985 1.1423 0.1 0.2 0.0 0.929
Ge -0.2860 0.3707 0.1674 0.1 -0.2 0.0 0.772
N -0.0127 2.0375 -1.0667 -0.4 -0.1 0.2 1.122
C 0.2681 1.7711 -2.4687 0.0 -0.1 0.0 -1.714
P 2.0500 1.3568 -2.7545 0.0 -0.1 0.1 0.338
C 1.9392 0.8825 -4.5515 0.0 0.0 0.0 0.558
C 3.2815 1.0873 -5.2532 0.0 -0.1 0.0 -1.807
C 1.4864 -0.5735 -4.6892 0.0 0.0 0.1 -0.932
C 2.7818 3.0741 -2.8904 0.0 0.0 0.0 0.277
C 2.0877 4.0459 -3.8463 0.0 0.0 0.0 -1.891
C 2.9035 3.7042 -1.5062 0.0 0.0 0.1 -1.286
C -0.9475 2.9841 -0.7857 0.0 0.3 -0.1 0.268
C -1.6770 3.7940 -1.6824 0.1 -0.1 0.1 -1.007
C -2.5996 4.7173 -1.2154 0.0 0.0 0.1 -0.721
C -2.8596 4.8698 0.1402 0.0 0.0 -0.1 -1.098
C -2.1583 4.0763 1.0470 -0.1 0.0 0.0 -0.138
C -1.2198 3.1805 0.5903 0.2 -0.2 0.0 -0.026
N -0.4294 2.3071 1.4300 0.0 0.3 0.2 1.332
C 0.9676 2.6928 1.5575 -0.2 -0.1 -0.1 0.061
C 1.3656 3.9873 1.7743 0.1 0.1 0.0 0.183
C 2.7065 4.2740 2.0406 0.0 0.0 0.0 -1.328
C 3.6146 3.2296 2.0771 0.0 0.0 0.0 -0.716
C 3.2230 1.9229 1.8019 0.0 0.0 -0.1 -0.699
C 1.8843 1.6242 1.5031 0.1 0.0 0.0 0.277
C -0.9824 2.0108 2.7324 0.0 -0.2 -0.2 -0.320
C -0.9019 2.8917 3.7863 0.0 0.0 0.1 0.182
C -1.4339 2.5691 5.0316 0.0 -0.1 0.0 -1.228
C -2.0260 1.3237 5.1806 0.0 0.0 0.0 -0.791
C -2.0938 0.4202 4.1316 0.1 0.0 -0.2 -1.206
C -1.5734 0.7329 2.8467 0.0 0.0 0.1 0.559
N -1.5828 -0.0835 1.7614 -0.1 0.4 0.1 0.189
C -2.2557 -1.3453 2.0105 0.1 0.0 -0.2 -2.493
P -2.5427 -2.4900 0.5819 0.0 -0.1 -0.1 1.225
C -4.0982 -1.8590 -0.2186 0.0 0.3 0.0 1.291
C -4.6636 -2.9217 -1.1669 0.0 0.0 0.0 -2.041
C -5.1960 -1.2776 0.6696 0.0 0.0 0.0 -1.648
C -3.1850 -3.9690 1.5685 -0.1 0.0 0.0 0.642
C -2.0975 -5.0376 1.7023 0.0 0.0 0.0 -1.481
C -3.8142 -3.7233 2.9426 -0.1 0.0 0.0 -1.748
C 1.0102 -3.0794 1.5061 -0.1 0.1 0.0 4.021
C 1.3701 -4.5632 1.4654 0.0 0.0 0.0 -2.029
C 1.3101 -2.4732 2.8743 0.0 0.0 0.0 -1.538
H 4.5128 -3.2073 -2.1532 0.0 0.0 0.0 0.518
H 4.0280 -1.5315 -1.8334 0.0 0.0 0.0 0.186
H 2.8792 -2.6504 -2.5465 -0.1 0.0 -0.1 0.205
H 2.9235 -4.0406 -0.5034 0.0 0.0 0.0 0.565
H 4.7811 -1.8602 0.5557 0.0 0.0 0.0 0.286
H 5.1614 -3.5628 0.3207 0.0 0.0 0.0 0.447
H 4.0457 -3.0734 1.6002 0.0 0.0 0.0 0.308
H 3.0918 -0.2047 0.0265 0.0 0.0 0.0 0.897
H 2.9804 -0.8900 1.6543 0.0 0.0 0.0 1.244
H 0.0885 2.6678 -3.0642 -0.1 -0.1 0.0 0.473
H -0.3709 0.9801 -2.8853 0.1 0.0 0.0 0.038
H 1.1792 1.5140 -5.0263 0.0 0.0 0.0 0.407
H 4.0550 0.4733 -4.7786 0.0 0.0 0.0 0.265
H 3.6267 2.1218 -5.2506 0.0 0.0 0.0 0.343
H 3.2027 0.7630 -6.2953 0.0 0.0 0.0 0.514
H 2.0087 -1.2162 -3.9828 0.2 -0.1 0.0 -0.103
H 1.7026 -0.9357 -5.6996 -0.1 0.0 0.0 0.502
H 0.4211 -0.6981 -4.4988 0.0 0.1 0.0 0.122
H 3.7987 2.8926 -3.2564 0.0 0.0 0.0 0.772
H 1.1657 4.4292 -3.4028 0.0 0.0 0.0 0.319
H 1.8332 3.6000 -4.8094 0.0 0.0 0.0 0.360
H 2.7318 4.9112 -4.0373 0.0 0.0 0.0 0.498
H 1.9252 3.8249 -1.0383 0.0 0.0 0.0 -0.122
H 3.3737 4.6912 -1.5744 0.0 0.0 0.0 0.560
H 3.5029 3.0870 -0.8353 0.0 0.0 0.0 0.311
H -1.5600 3.6572 -2.7470 0.0 0.0 0.0 0.517
H -3.1522 5.3094 -1.9369 0.0 0.0 0.0 0.372
H -3.6067 5.5694 0.4919 0.0 0.0 0.0 0.370
H -2.3613 4.1488 2.1078 0.0 0.0 0.0 0.496
H 0.6239 4.7777 1.7349 0.0 0.0 0.0 0.481
H 3.0230 5.2946 2.2128 0.0 0.0 0.0 0.350
H 4.6582 3.4306 2.2935 0.0 0.0 0.0 0.350
H 3.9594 1.1312 1.7940 0.0 0.0 0.0 0.326
H -0.4034 3.8423 3.6413 0.0 0.0 0.0 0.463
H -1.3684 3.2669 5.8561 0.0 0.0 0.0 0.391
H -2.4367 1.0349 6.1428 0.0 0.0 0.0 0.381
H -2.5372 -0.5471 4.3088 0.0 0.0 0.0 0.421
H -3.2205 -1.1547 2.4907 0.0 0.0 0.0 1.255
H -1.6832 -1.9456 2.7401 0.0 0.0 0.0 0.456
H -3.7202 -1.0478 -0.8519 0.0 -0.1 0.1 -0.096
H -5.3905 -3.5629 -0.6548 0.0 -0.1 0.1 0.486
H -3.8765 -3.5461 -1.5983 0.0 0.1 0.0 0.349
H -5.1544 -2.4317 -2.0085 0.0 0.0 0.0 0.441
H -5.6596 -2.0365 1.3078 0.0 0.0 0.0 0.198
H -5.9865 -0.8676 0.0328 0.0 0.0 0.0 0.475
H -4.8400 -0.4608 1.2994 0.0 0.0 0.0 0.247
H -3.9627 -4.3754 0.9143 0.0 0.0 0.0 0.384
H -1.3782 -4.7592 2.4791 0.0 0.0 0.0 0.170
H -1.5448 -5.1694 0.7709 0.0 0.0 0.0 0.337
H -2.5286 -6.0029 1.9895 0.0 0.0 0.0 0.529
H -3.0698 -3.3707 3.6599 0.0 0.0 0.0 0.241
H -4.2247 -4.6582 3.3416 0.0 0.0 0.0 0.451
H -4.6206 -2.9912 2.9178 0.0 0.0 0.0 0.296
H -0.0707 -3.0236 1.3492 0.0 0.0 0.0 -2.768
H 2.4386 -4.7323 1.6136 0.0 0.0 0.0 0.445
H 1.0779 -5.0273 0.5213 0.0 0.0 0.0 0.431
H 0.8405 -5.0910 2.2637 0.0 0.0 0.0 0.504
H 2.3670 -2.5732 3.1395 0.0 0.0 0.0 0.333
H 0.7304 -3.0015 3.6387 0.0 0.0 0.0 0.382
H 1.0455 -1.4151 2.9210 0.0 0.0 0.0 0.188
O -3.7242 -1.3797 -3.6691 0.1 0.0 -0.1 -0.645
S -2.3244 -1.0907 -3.3760 -0.1 0.3 0.1 0.788
O -1.6419 -0.3328 -4.4257 -0.2 0.0 -0.1 -0.712
O -2.1872 -0.3647 -2.0645 0.1 -0.3 -0.5 -0.760
S -1.3057 -2.8656 -3.1001 0.1 0.1 -0.1 -0.658

***

Record 3
100
Properties=species:S:1:pos:R:3:forces:R:3:mulliken_charge:R:1 method="wB97M-V/def2-TZVPD" e_homo_ev=-7.4 de_lowest_kj_mol=1991.4 lumo_energy_ev=0.41 gap_ev=7.82 charge=0 smiles=c1cc[nH]c1.c1cc[nH]c1.c1cc[nH]c1.c1cc[nH]c1.c1cc[nH]c1.c1cc[nH]c1.c1cc[nH]c1.c1cc[nH]c1.c1cc[nH]c1.c1cc[nH]c1
C 2.1676 3.2700 -3.8658 -4.7 -11.4 1.0 -1.286
C 2.2866 2.1620 -4.9028 -0.4 -1.6 2.5 -0.340
C 1.8776 0.8240 -4.2848 0.6 6.7 -0.8 -0.483
N 1.3556 1.2420 -3.0758 -0.6 -1.7 1.8 0.670
C 1.3876 2.5900 -2.7668 1.8 1.8 -1.2 -0.006
H 2.4316 4.1330 -4.1748 1.4 6.3 -1.1 0.720
H 2.6226 2.3110 -5.9558 -0.1 -0.2 1.2 0.345
H 1.9766 -0.1850 -4.6188 -0.2 -0.3 0.0 0.443
H 1.0796 0.5260 -2.3338 0.2 1.5 -1.2 -0.268
H 0.9356 2.9780 -1.7438 1.2 -1.1 -2.5 0.229
C -2.3984 0.3540 -3.2018 -4.8 -9.9 -3.4 -0.856
C -3.8454 0.3450 -3.0898 0.4 -0.7 -0.4 -0.569
C -4.2664 -0.9710 -3.5138 3.8 2.8 0.8 -0.548
N -3.1344 -1.7250 -3.8168 0.7 0.4 0.5 0.000
C -1.9004 -1.0260 -3.6078 -7.2 4.7 1.2 -1.142
H -1.8664 1.0170 -2.8308 5.2 6.2 2.9 1.349
H -4.4604 1.2620 -2.6358 1.3 -2.5 -1.4 0.305
H -5.1994 -1.4010 -3.4618 -1.8 -0.9 -0.2 0.547
H -3.2484 -2.7260 -4.0388 0.5 1.0 0.2 0.278
H -0.9464 -1.3850 -3.6498 2.0 -1.2 -0.4 0.723
C 3.4666 -2.9690 0.7252 1.0 2.3 -3.9 -0.535
C 2.9196 -3.4570 -0.6768 3.0 4.7 2.8 -0.583
C 3.3176 -2.4210 -1.6108 -1.6 -2.3 2.4 -0.501
N 3.9736 -1.4550 -0.9168 2.7 3.8 -2.4 -0.045
C 4.2036 -1.6210 0.3982 -2.6 -6.0 1.4 -0.475
H 3.4006 -3.4650 1.7252 0.1 0.5 -1.3 0.512
H 2.3116 -4.2960 -0.8668 -0.4 -0.8 -0.1 0.559
H 2.9286 -2.3220 -2.6288 0.7 0.2 0.4 0.385
H 4.3526 -0.5030 -1.3478 -1.0 -2.7 0.8 0.202
H 4.8626 -1.0170 1.0302 -0.5 -0.1 -0.6 0.467
C -3.7334 3.9060 3.2512 -1.9 -0.4 -0.4 -0.808
C -3.0094 3.5660 2.0282 -0.8 -2.1 -1.5 -0.366
C -3.5224 2.2700 1.4412 0.7 4.1 3.4 -0.017
N -4.4924 1.9520 2.3812 0.1 -1.5 -2.6 0.159
C -4.7924 2.7950 3.3582 2.9 3.2 1.3 -0.276
H -3.6884 4.9660 3.9122 -0.1 -3.5 -2.1 0.221
H -2.2294 4.0750 1.3902 -0.9 -0.1 1.5 0.335
H -3.2494 1.6930 0.5202 -0.6 0.7 1.4 0.230
H -5.0574 1.1640 2.1662 -0.5 -0.6 0.2 0.278
H -5.5564 2.5100 4.1502 1.3 0.7 -1.3 0.282
C 6.5146 1.1840 -2.1588 -7.9 1.3 -2.5 -0.958
C 6.0176 1.6170 -0.9448 -5.2 0.8 -2.2 -0.391
C 4.5306 1.9000 -1.2088 4.7 -1.4 -3.5 -0.846
N 4.3546 1.6860 -2.6188 2.5 -1.4 2.2 -0.269
C 5.4456 1.1780 -3.3258 1.9 2.2 9.0 -0.757
H 7.4156 0.9270 -2.3228 6.4 -1.8 -1.2 0.659
H 6.5256 1.8530 -0.0428 0.3 -0.2 0.5 0.517
H 3.6956 2.2610 -0.6878 -0.7 0.5 0.8 0.594
H 3.4536 1.7050 -2.9988 -1.2 0.2 -0.7 1.000
H 5.4646 0.6440 -4.2018 -0.3 -0.6 -2.0 0.405
C -2.4874 -6.1570 -1.2508 -2.4 10.3 2.5 -1.034
C -1.5544 -4.8930 -1.2128 -5.6 0.8 0.9 -0.338
C -2.4044 -3.7400 -0.8838 -1.7 -7.0 -0.8 -0.809
N -3.7694 -4.2420 -0.7398 -0.5 3.1 0.5 0.112
C -3.8494 -5.5570 -0.9468 7.0 -1.0 -1.4 -0.367
H -2.2414 -7.0210 -1.6398 1.0 -4.4 -1.4 0.493
H -0.5314 -4.6580 -1.3848 0.7 -0.7 -0.2 0.468
H -2.2994 -2.7370 -0.8338 0.8 2.9 0.2 0.695
H -4.7104 -3.6150 -0.5078 3.8 -2.1 -0.7 0.260
H -4.6854 -6.0640 -0.7358 -3.1 -1.8 0.4 0.530
C 5.6086 2.6160 3.5872 -4.8 2.4 0.0 -0.543
C 4.5016 2.8120 4.7002 -1.5 1.1 -7.0 -0.709
C 3.2756 3.2350 3.8372 3.2 -0.6 4.1 -0.282
N 3.6476 3.3180 2.5312 -4.3 1.0 0.7 -0.073
C 4.9796 3.0610 2.3692 0.4 -1.4 -1.1 -0.235
H 6.6636 2.4450 3.5602 0.3 -0.3 0.7 0.442
H 4.5076 2.8230 5.7662 0.3 -0.3 0.3 0.403
H 2.2866 3.6720 4.1952 1.5 -1.0 -0.6 0.319
H 2.7026 3.5750 1.9292 4.3 -0.8 1.0 0.364
H 5.2186 3.0630 1.2602 0.6 -0.1 1.8 0.327
C 0.0416 1.3350 0.5332 2.4 -3.5 -2.3 -0.814
C -0.6684 0.1910 -0.1968 4.1 -1.1 1.7 1.356
C 0.3326 -0.8970 -0.3308 -0.2 3.6 -0.4 -1.368
N 1.6076 -0.3770 0.0292 -2.5 -0.6 0.2 1.400
C 1.5116 0.8620 0.5672 -3.6 1.8 0.1 -0.958
H -0.3994 2.3120 0.8252 0.6 -1.0 -0.1 0.248
H -1.7054 -0.0540 -0.4298 0.2 0.7 0.2 -0.478
H 0.3186 -1.8800 -0.8068 -0.3 0.4 0.3 0.133
H 2.4326 -1.0050 0.1032 -1.0 0.9 0.2 -0.040
H 2.3946 1.3620 1.0162 -0.9 -0.5 -0.4 0.650
C -6.1264 -0.0830 -0.1268 2.1 -0.2 0.2 -0.757
C -4.6804 -0.5390 -0.0358 -4.5 -0.6 6.1 0.873
C -4.4604 -1.0190 1.3972 -2.0 0.6 -5.0 -0.676
N -5.7704 -0.8840 1.8832 1.0 -0.8 5.8 -0.135
C -6.7054 -0.2320 1.1652 -0.4 -0.1 -3.1 -0.465
H -6.5514 0.3030 -1.1138 0.5 -0.5 1.9 0.325
H -4.0934 -0.4600 -0.8508 2.3 -0.1 -2.2 -0.197
H -3.6114 -1.6340 1.8512 -1.6 1.3 -0.4 0.320
H -5.9514 -1.0020 2.9562 0.5 0.0 -2.8 0.270
H -7.7834 -0.0600 1.4982 2.0 -0.3 -0.3 0.326
C 0.3006 -1.9650 4.7582 -2.0 2.0 -2.9 -0.667
C -1.1044 -1.2770 4.7242 1.8 1.1 -1.7 -0.453
C -1.0694 -0.4120 3.4222 5.8 -8.2 5.2 -1.055
N 0.1286 -0.7730 2.6662 -3.7 -0.6 6.3 -0.212
C 0.8886 -1.6340 3.3952 2.5 -1.3 2.1 -0.026
H 0.7466 -2.5340 5.6642 -0.8 1.0 -2.2 0.294
H -2.0454 -1.3830 5.6442 3.3 0.7 -3.3 0.174
H -1.7384 0.2040 3.1142 -4.1 3.8 -2.3 0.855
H 0.1686 -0.4250 1.7672 0.7 0.5 -1.9 0.952
H 2.0556 -1.8950 2.9592 -3.8 0.7 1.4 0.014

***

Copy entry 1 word for word.
49
Properties=species:S:1:pos:R:3:forces:R:3:nbo_charge:R:1 method="wB97M-V/def2-TZVPD" e_homo_ev=-8.8 de_lowest_kj_mol=173.9 lumo_energy_ev=0.28 gap_ev=9.07 charge=0 smiles="CC(=O)c1cccc(NC(=O)C2CCN(S(=O)(=O)c3ccccc3)CC2)c1"
C -3.3794 -1.9240 7.4616 0.2 -0.2 0.1 -0.717
C -2.3481 -1.8516 6.3637 -0.1 -0.1 0.3 0.578
O -1.3641 -2.5584 6.3692 0.0 0.0 0.0 -0.541
C -2.5896 -0.8742 5.2701 0.2 0.3 -0.6 -0.157
C -3.6879 -0.0162 5.2267 0.1 -0.2 0.1 -0.197
C -3.8283 0.8611 4.1670 0.0 0.0 0.0 -0.200
C -2.8985 0.9067 3.1429 0.0 0.1 -0.1 -0.234
C -1.7969 0.0542 3.1753 -0.3 0.0 0.3 0.221
N -0.8149 0.0372 2.1824 0.2 -0.3 0.2 -0.626
C -0.7276 0.7904 1.0453 0.6 -0.2 0.0 0.702
O -1.5102 1.6572 0.7379 -0.3 0.2 -0.1 -0.597
C 0.4818 0.4081 0.1939 -0.3 0.2 -0.3 -0.319
C 0.2633 -0.9630 -0.4602 0.4 0.0 0.1 -0.413
C 1.4831 -1.3174 -1.3122 -0.4 -0.6 0.1 -0.230
N 1.7549 -0.3106 -2.3138 -0.4 -0.2 -1.0 -0.677
S 0.7999 -0.4004 -3.6975 0.6 0.0 0.0 2.300
O -0.3536 0.4531 -3.6289 0.2 0.2 0.0 -0.944
O 0.5941 -1.7926 -3.9707 0.2 -0.1 0.1 -0.940
C 1.9467 0.2735 -4.8947 -0.4 -0.1 0.3 -0.250
C 3.1085 -0.4281 -5.1516 0.1 -0.1 -0.1 -0.203
C 4.0127 0.0770 -6.0705 0.0 -0.1 0.1 -0.210
C 3.7437 1.2741 -6.7173 0.0 0.1 0.0 -0.186
C 2.5736 1.9679 -6.4530 0.0 0.0 0.0 -0.211
C 1.6660 1.4645 -5.5344 -0.2 0.0 0.1 -0.218
C 1.8930 1.0284 -1.7816 -0.1 0.6 0.1 -0.230
C 0.7105 1.4435 -0.9072 0.1 -0.1 0.1 -0.413
C -1.6547 -0.8273 4.2399 -0.1 0.0 0.1 -0.212
H -3.4545 -0.9633 7.9662 -0.1 0.1 0.0 0.232
H -4.3520 -2.1766 7.0454 -0.1 0.0 0.0 0.232
H -3.0854 -2.6850 8.1799 0.0 0.0 0.0 0.239
H -4.4296 -0.0261 6.0089 -0.1 0.0 0.1 0.214
H -4.6787 1.5255 4.1331 -0.1 0.1 0.0 0.217
H -3.0173 1.5930 2.3217 0.0 0.0 0.0 0.257
H -0.0856 -0.6457 2.3374 -0.1 0.2 -0.1 0.397
H 1.3672 0.3598 0.8420 0.0 0.0 0.0 0.205
H -0.6133 -0.9146 -1.1092 -0.1 0.0 0.1 0.226
H 0.1007 -1.7431 0.2863 0.0 0.0 0.0 0.210
H 2.3750 -1.4160 -0.6829 0.0 0.0 -0.1 0.195
H 1.3170 -2.2515 -1.8496 0.1 -0.1 0.2 0.245
H 3.2787 -1.3587 -4.6347 0.1 -0.1 0.0 0.236
H 4.9240 -0.4604 -6.2845 0.1 -0.1 0.0 0.221
H 4.4494 1.6663 -7.4345 0.1 0.0 -0.1 0.218
H 2.3673 2.8972 -6.9619 0.0 0.1 0.0 0.221
H 0.7412 1.9713 -5.3068 -0.1 0.1 0.0 0.245
H 2.8242 1.0591 -1.2033 0.0 0.0 -0.1 0.199
H 1.9924 1.7033 -2.6337 0.1 0.2 0.1 0.219
H -0.1864 1.5086 -1.5240 0.0 0.1 0.1 0.248
H 0.8982 2.4249 -0.4697 0.0 0.0 0.0 0.221
H -0.8104 -1.5010 4.2914 0.1 -0.1 0.0 0.227